Computed, not measured: 12 unconnected molecules or ions with the total composition C27H78O12 at a distorted geometry, with ωB97M-V with the def2-TZVPD basis set.

Cartesian coordinates (Å):
C -5.133 1.606 -1.439
C -4.547 0.311 -0.817
C -5.563 -0.800 -0.995
O -3.258 -0.144 -1.335
H -4.747 2.624 -1.392
H -6.129 1.777 -1.043
H -5.232 1.377 -2.498
H -4.346 0.456 0.270
H -5.180 -1.689 -0.561
H -5.615 -1.062 -2.047
H -6.534 -0.476 -0.655
H -3.420 -0.600 -2.198
C 6.101 -3.329 1.701
C 5.378 -2.256 2.552
C 5.483 -0.915 1.963
O 3.941 -2.635 2.481
H 5.473 -3.615 0.844
H 6.261 -4.215 2.320
H 7.033 -2.866 1.220
H 5.748 -2.241 3.590
H 4.873 -0.135 2.556
H 5.205 -0.919 0.943
H 6.546 -0.561 2.168
H 3.455 -1.912 2.877
C -0.091 -1.202 4.851
C -0.195 0.070 5.672
C -1.195 0.991 5.044
O -0.358 -0.157 7.046
H 0.230 -0.889 3.832
H -1.002 -1.771 4.780
H 0.685 -1.935 5.157
H 0.801 0.544 5.611
H -2.213 0.617 5.125
H -1.078 1.146 3.963
H -1.110 1.931 5.526
H -0.859 -0.973 7.255
C -2.243 3.884 2.164
C -1.440 3.654 0.945
C -2.288 3.124 -0.201
O -0.633 4.780 0.673
H -1.607 4.202 2.936
H -2.647 2.925 2.490
H -3.100 4.525 1.934
H -0.646 2.901 1.178
H -1.662 2.884 -1.105
H -2.997 3.860 -0.565
H -2.694 2.126 0.071
H -1.222 5.460 0.280
C -1.096 -1.198 -3.873
C -2.257 -1.815 -4.620
C -1.747 -3.009 -5.491
O -3.237 -2.266 -3.672
H -0.649 -1.991 -3.326
H -1.492 -0.435 -3.175
H -0.294 -0.847 -4.569
H -2.845 -1.124 -5.209
H -2.477 -3.676 -5.875
H -0.958 -3.533 -4.961
H -1.293 -2.537 -6.414
H -2.820 -2.920 -3.042
C 5.590 0.190 -2.273
C 4.183 -0.311 -2.374
O 3.384 0.128 -1.249
H 6.130 -0.323 -3.098
H 6.051 -0.103 -1.344
H 5.538 1.270 -2.261
H 4.155 -1.354 -2.359
H 3.710 0.057 -3.315
H 3.006 -0.602 -0.791
C -0.621 2.743 -5.123
C 0.180 3.499 -3.991
O 0.641 2.384 -3.203
H -1.528 2.433 -4.584
H -0.114 1.779 -5.345
H -0.762 3.333 -6.035
H -0.559 4.150 -3.426
H 1.027 4.144 -4.294
H 1.137 2.838 -2.481
C 3.508 3.496 -0.467
C 2.634 4.716 -0.546
O 1.470 4.292 -1.201
H 3.755 3.163 -1.522
H 3.213 2.589 0.085
H 4.418 3.871 -0.083
H 3.184 5.479 -1.104
H 2.363 5.054 0.445
H 0.712 4.328 -0.595
C 0.766 -3.793 1.090
C 1.849 -3.499 -0.005
O 2.445 -2.202 0.109
H 0.013 -2.971 1.144
H 1.327 -3.693 2.083
H 0.167 -4.706 1.101
H 1.494 -3.544 -1.079
H 2.578 -4.282 0.013
H 2.923 -2.163 1.002
C -4.057 -2.981 3.063
C -3.368 -1.803 2.457
O -2.094 -2.143 1.945
H -5.114 -2.819 3.243
H -3.726 -3.229 4.062
H -3.943 -3.959 2.509
H -3.295 -1.059 3.254
H -3.986 -1.391 1.670
H -1.822 -1.417 1.428
C 1.238 0.411 1.106
C 0.205 0.217 0.059
O -1.131 0.133 0.650
H 2.254 0.495 0.753
H 1.198 -0.525 1.691
H 0.987 1.226 1.737
H 0.369 -0.640 -0.507
H 0.174 1.107 -0.609
H -1.726 0.093 -0.105
O -2.323 -3.167 -1.150
H -1.993 -3.622 -0.336
H -2.879 -2.447 -0.780

Results
HOMO level	-9.527	eV
electronic energy	-53831.2325	eV
ΔE to the lowest compared entry with this formula, charge and spin	41.4	kcal per mole
SMILES	CC(C)O.CC(C)O.CC(C)O.CC(C)O.CC(C)O.CCO.CCO.CCO.CCO.CCO.CCO.O
orbital gap	10.1	eV